1.
22
Properties=species:S:1:pos:R:3 method="wB97M-V/def2-TZVPD" gap_ev=10.180 e_above_lowest_ev=3.285 total_charge=+1 mol_weight_g_mol=142.2 homo_ev=-12.849 lumo_energy_ev=-2.670 fmax_ev_per_a=7.120
C -0.52 1.38 -0.25
C -1.89 0.75 -0.27
C -1.60 1.51 0.97
C -0.19 -0.82 0.08
C 3.80 -1.14 -0.48
N 0.36 0.35 -0.03
N -1.54 -0.71 0.02
N -3.15 0.78 -0.93
N 0.50 -1.92 0.23
N 3.03 -0.57 0.35
H -0.17 2.20 -0.75
H -1.28 1.09 1.93
H -2.08 2.45 1.06
H 4.97 -0.96 -0.45
H 3.29 -1.92 -1.03
H -2.25 -1.27 -0.36
H -3.33 1.57 -1.58
H -3.96 1.03 -0.21
H 1.49 -1.62 0.42
H -0.06 -2.76 0.43
H 1.26 0.39 -0.08
H 3.34 0.19 0.94



2.
38
Properties=species:S:1:pos:R:3 method="wB97M-V/def2-TZVPD" gap_ev="8.940 / 5.800" multiplicity=8 total_charge=+3 mol_weight_g_mol=413.6 homo_ev="-20.369 / -20.704" lumo_energy_ev="-11.428 / -14.903" fmax_ev_per_a=3.573
C 1.90 -3.02 0.40
C 1.56 -1.56 0.80
N 1.77 -0.70 -0.42
N 2.20 0.57 -0.15
C 1.08 1.55 0.12
C 0.56 1.53 1.59
C -0.90 1.02 1.73
C -1.95 1.83 0.90
C -3.24 1.04 0.51
C -3.04 -0.20 -0.41
O -1.68 -0.28 -0.94
C -1.36 -1.62 -1.36
S 3.13 1.02 -1.60
O 2.42 0.60 -2.81
O 4.39 0.49 -1.44
F 3.25 2.53 -1.67
H 1.55 -3.22 -0.63
H 2.99 -3.12 0.38
H 1.45 -3.73 1.08
H 2.09 -1.21 1.69
H 0.48 -1.56 1.01
H 2.57 -1.15 -0.92
H 1.39 2.58 -0.08
H 0.26 1.38 -0.58
H 0.61 2.53 2.03
H 1.23 0.91 2.20
H -1.02 -0.04 1.47
H -1.18 1.13 2.78
H -1.53 2.33 0.01
H -2.29 2.64 1.55
H -3.84 1.74 -0.07
H -3.82 0.80 1.41
H -3.72 -0.13 -1.27
H -3.34 -1.11 0.12
H -0.39 -1.55 -1.96
H -1.13 -2.30 -0.54
H -2.13 -2.04 -2.03
Gd -0.32 0.32 -2.89



3.
18
Properties=species:S:1:pos:R:3 method="wB97M-V/def2-TZVPD" gap_ev=9.107 e_above_lowest_ev=4.056 mol_weight_g_mol=118.1 homo_ev=-8.350 lumo_energy_ev=0.756 fmax_ev_per_a=4.193
C -1.84 -1.73 -0.32
C 1.95 1.24 0.10
N -1.22 -0.46 -0.02
N -0.42 1.89 1.08
C 0.06 -0.35 -0.06
N 0.96 -1.33 -0.42
O -1.07 2.53 0.05
N 0.57 0.87 0.31
H -1.28 1.81 -0.59
H -1.06 1.15 1.42
H 1.91 -1.25 -0.09
H 0.60 -2.27 -0.43
H -1.50 -2.52 0.36
H -2.92 -1.61 -0.20
H -1.65 -2.05 -1.35
H 2.27 1.01 -0.92
H 2.01 2.32 0.26
H 2.62 0.74 0.80